# 1
Entry from the OMol25 dataset: C3H6CeO3 as an isolated structure at a distorted geometry (the ωB97M-V functional and the def2-TZVPD basis).

Each line ends with the Löwdin charge.
CARTESIAN COORDINATES (ANGSTROEM)
C (-1.405, 0.758, -0.382)  0.11
C (-0.742, -0.233, 0.291)  -0.17
O (0.373, -0.801, -0.353)  -0.17
C (1.020, -1.788, 0.231)  -0.03
O (1.982, -2.048, -0.642)  -0.13
Ce (1.894, -0.763, -2.759)  1.84
H (-2.456, 0.886, -0.120)  0.11
H (-0.911, 1.221, -1.239)  0.08
H (-1.248, -0.950, 0.938)  0.15
H (2.587, -2.741, -0.343)  0.16
H (-0.361, 1.309, 1.722)  0.13
O (-0.721, 2.348, 1.559)  -0.12
H (-0.011, 2.804, 1.098)  0.03

## Properties
Orbital gap (alpha / beta) in hartree: 0.241 / 0.240
Multiplicity: 3
E_tot in eV: -22256.1838
Energy above the lowest of the compared OMol25 structures with the same formula, charge and spin in kJ/mol: 332.4
Total charge: +2
LUMO level (alpha / beta) in eV: -9.5 / -9.5

# 2
Entry from the OMol25 dataset: a 2-piece molecular cluster, C3H6Cl2NO overall at a distorted geometry (the ωB97M-V functional and the def2-TZVPD basis).

Each line ends with the Löwdin charge.
CARTESIAN COORDINATES (ANGSTROEM)
C (2.873, -0.085, -0.073)  -1.34
C (-2.089, -1.090, 0.538)  0.08
C (-1.452, 0.048, 0.505)  -0.16
N (-0.881, 0.811, -0.631)  0.17
O (1.699, -0.126, -0.274)  -0.09
Cl (3.703, -1.491, 0.361)  0.78
Cl (3.721, 1.382, -0.111)  0.76
H (-2.255, -1.630, -0.368)  0.08
H (-2.232, -1.516, 1.523)  0.09
H (-1.197, 0.724, 1.420)  0.17
H (-0.887, 1.777, -0.437)  0.14
H (-1.084, 0.531, -1.718)  0.27
H (0.081, 0.666, -0.734)  0.06

## Properties
Orbital gap in hartree: 0.417
E_tot in eV: -31782.5153
Energy above the lowest of the compared OMol25 structures with the same formula, charge and spin in kJ/mol: 9.3
Total charge: +1
LUMO level in eV: -3.5

# 3
Entry from the OMol25 dataset: a 2-piece molecular cluster, C3H6Cl2OS overall at a distorted geometry (the ωB97M-V functional and the def2-TZVPD basis).

Each line ends with the Löwdin charge.
CARTESIAN COORDINATES (ANGSTROEM)
C (-1.613, 0.106, 1.410)  -0.14
C (1.718, -2.143, -0.743)  -0.81
C (-0.214, 0.164, 0.673)  -0.68
O (-0.063, -0.863, -2.247)  -0.59
S (-0.060, -1.714, -1.028)  0.85
Cl (1.904, -3.912, -0.669)  0.50
Cl (1.215, 0.181, 1.624)  0.63
H (-1.411, -0.149, 2.504)  0.08
H (-2.147, -0.818, 0.983)  0.08
H (-2.191, 0.956, 1.199)  0.04
H (1.914, -1.815, 0.298)  -0.03
H (2.396, -1.701, -1.450)  0.05
H (-0.121, 0.662, -0.248)  0.01

## Properties
Orbital gap (alpha / beta) in hartree: 0.282 / 0.301
E_tot in eV: -41133.0235
Energy above the lowest of the compared OMol25 structures with the same formula, charge and spin in kJ/mol: 143.5
Total charge: 0
LUMO level (alpha / beta) in eV: -0.7 / -0.4

# 4
Entry from the OMol25 dataset: C3H6Cl2OSi in the gas phase at a distorted geometry (the ωB97M-V functional and the def2-TZVPD basis).

Each line ends with the Löwdin charge.
CARTESIAN COORDINATES (ANGSTROEM)
C (-1.435, -0.678, 1.417)  0.08
C (-1.862, -0.384, 0.182)  -0.21
C (-0.883, 0.185, -0.795)  -1.15
Cl (-0.883, -0.868, -2.252)  0.60
Cl (-1.797, 1.765, -1.574)  0.42
O (0.343, 0.451, -0.477)  -0.39
Si (1.923, 0.114, -0.932)  0.63
H (-1.953, -1.107, 2.185)  0.04
H (-0.438, -0.458, 1.693)  0.06
H (-2.811, -0.615, -0.145)  0.07
H (1.847, 0.341, -2.523)  -0.01
H (2.246, -1.240, -0.555)  -0.07
H (2.640, 0.805, 0.124)  -0.06

## Properties
Orbital gap in hartree: 0.394
SMILES: C=CC(Cl)(Cl)O[SiH3]
E_tot in eV: -38177.1121
Energy above the lowest of the compared OMol25 structures with the same formula, charge and spin in kJ/mol: 348.7
Total charge: 0
LUMO level in eV: 0.5

# 5
Entry from the OMol25 dataset: C3H6ClFN2S in the gas phase at a distorted geometry (the ωB97M-V functional and the def2-TZVPD basis).

Each line ends with the Löwdin charge.
CARTESIAN COORDINATES (ANGSTROEM)
H (2.199, 0.812, -0.682)  0.04
N (2.186, -0.208, -0.619)  0.17
C (1.013, -0.248, 0.048)  -0.53
N (0.586, -1.375, 0.957)  -0.21
S (-1.063, -2.023, 0.056)  0.57
C (0.218, 0.932, 0.239)  -0.99
C (-0.273, 1.012, 1.622)  -0.06
F (0.872, 1.961, -0.013)  0.06
Cl (-1.037, 0.933, -1.136)  0.60
H (1.386, -2.053, 0.787)  0.08
H (-0.766, -2.002, -1.443)  -0.06
H (-0.719, 2.076, 2.080)  0.17
H (0.587, 0.615, 2.189)  0.10
H (-1.034, 0.303, 1.795)  0.04

## Properties
Orbital gap in hartree: 0.338
SMILES: [H]/N=C(/NS)[C@@](C)(F)Cl
E_tot in eV: -32260.1788
Energy above the lowest of the compared OMol25 structures with the same formula, charge and spin in kJ/mol: 330.7
Total charge: 0
LUMO level in eV: -0.4

# 6
Entry from the OMol25 dataset: C3H6ClFO3S in the gas phase at a distorted geometry (the ωB97M-V functional and the def2-TZVPD basis).

Each line ends with the Löwdin charge.
CARTESIAN COORDINATES (ANGSTROEM)
O (0.303, 0.471, 1.541)  -0.27
S (0.390, 0.732, 0.128)  0.59
O (-0.009, 2.033, -0.402)  -0.28
C (2.049, 0.434, -0.499)  -0.65
Cl (2.728, -1.098, 0.021)  0.61
O (-0.366, -0.434, -0.684)  -0.26
C (-1.551, -0.981, -0.087)  -0.17
C (-2.735, -0.023, -0.290)  -0.19
F (-3.852, -0.663, 0.185)  -0.03
H (1.990, 0.484, -1.577)  0.07
H (2.652, 1.250, -0.129)  0.07
H (-1.385, -1.174, 0.970)  0.12
H (-1.754, -1.909, -0.632)  0.14
H (-2.590, 0.909, 0.281)  0.12
H (-2.862, 0.226, -1.358)  0.13

## Properties
Orbital gap in hartree: 0.441
SMILES: O=S(=O)(CCl)OCCF
E_tot in eV: -35425.0269
Energy above the lowest of the compared OMol25 structures with the same formula, charge and spin in kJ/mol: 0.0
Total charge: 0
LUMO level in eV: 0.6

# 7
Entry from the OMol25 dataset: an isolated ion of composition C3H6ClN2 and charge +1 at a distorted geometry (the ωB97M-V functional and the def2-TZVPD basis).

Each line ends with the Löwdin charge.
CARTESIAN COORDINATES (ANGSTROEM)
C (-1.908, -1.752, 0.220)  0.11
N (-1.364, -0.892, -0.473)  0.07
C (-0.577, 0.143, -0.195)  -0.50
Cl (-1.427, 1.882, -0.125)  0.63
N (0.731, 0.109, -0.284)  0.00
C (1.686, 1.166, 0.022)  -0.08
H (-1.839, -1.681, 1.272)  0.10
H (-2.448, -2.610, -0.152)  0.12
H (1.226, -0.795, -0.317)  0.18
H (1.733, 1.782, -0.901)  0.09
H (2.783, 0.725, 0.037)  0.14
H (1.402, 1.921, 0.894)  0.14

## Properties
Orbital gap in hartree: 0.376
SMILES: C=N/C(Cl)=[NH+]/C
E_tot in eV: -18701.9952
Energy above the lowest of the compared OMol25 structures with the same formula, charge and spin in kJ/mol: 196.2
Total charge: +1
LUMO level in eV: -5.2

# 8
Entry from the OMol25 dataset: an isolated ion of composition C3H6ClN2 and charge +1 at a distorted geometry (the ωB97M-V functional and the def2-TZVPD basis).

Each line ends with the Löwdin charge.
CARTESIAN COORDINATES (ANGSTROEM)
C (0.318, 1.056, 0.692)  0.00
C (0.696, -0.271, 0.242)  -0.01
N (-0.101, -1.268, -0.008)  0.12
C (-1.499, -1.301, 0.151)  -0.27
N (-2.119, -1.365, 1.212)  -0.42
Cl (-3.666, -1.803, 1.472)  0.75
H (-0.246, 1.561, -0.089)  0.13
H (-0.307, 1.128, 1.545)  0.10
H (1.255, 1.547, 0.924)  0.10
H (1.798, -0.490, 0.014)  0.19
H (0.262, -1.897, -0.722)  0.19
H (-1.832, -1.507, -0.804)  0.12

## Properties
Orbital gap in hartree: 0.320
SMILES: C/C=[NH+]\C=N\Cl
E_tot in eV: -18701.1291
Energy above the lowest of the compared OMol25 structures with the same formula, charge and spin in kJ/mol: 279.7
Total charge: +1
LUMO level in eV: -5.6

# 9
Entry from the OMol25 dataset: an isolated ion of composition C3H6ClN2 and charge +1 at a distorted geometry (the ωB97M-V functional and the def2-TZVPD basis).

Each line ends with the Löwdin charge.
CARTESIAN COORDINATES (ANGSTROEM)
C (-0.279, -0.060, 1.342)  -0.19
C (0.375, 0.309, -0.896)  -0.15
C (1.318, -0.537, -1.162)  -0.56
N (-0.634, -1.276, 1.176)  0.23
N (-0.063, 0.872, 0.392)  0.11
Cl (2.473, -1.135, -0.088)  0.77
H (-0.204, 0.333, 2.297)  0.14
H (-0.057, 0.704, -1.721)  0.10
H (-0.543, -1.378, 0.205)  0.10
H (1.783, -0.928, -2.040)  0.06
H (-0.380, -1.919, 1.926)  0.18
H (0.268, 1.831, 0.700)  0.20

## Properties
Orbital gap (alpha / beta) in hartree: 0.232 / 0.295
Multiplicity: 3
E_tot in eV: -18698.0968
Energy above the lowest of the compared OMol25 structures with the same formula, charge and spin in kJ/mol: 162.0
Total charge: +1
LUMO level (alpha / beta) in eV: -4.1 / -7.7

# 10
Entry from the OMol25 dataset: an isolated ion of composition C3H6ClN2O and charge +1 at a distorted geometry (the ωB97M-V functional and the def2-TZVPD basis).

Each line ends with the Löwdin charge.
CARTESIAN COORDINATES (ANGSTROEM)
N (-1.364, -1.003, 0.087)  0.25
C (-0.176, -0.226, 0.663)  -0.02
C (-0.184, 1.354, 0.169)  -0.45
O (-1.035, 2.198, 0.124)  0.13
N (0.965, 1.248, -0.500)  0.07
C (1.268, -0.203, -0.388)  -0.58
Cl (2.849, -0.676, 0.252)  0.66
H (-1.319, -0.989, -0.867)  0.12
H (-2.192, -0.505, 0.340)  0.17
H (-1.275, -1.915, 0.506)  0.17
H (-0.205, -0.511, 1.759)  0.17
H (1.677, 1.924, -0.709)  0.16
H (0.991, -0.697, -1.436)  0.15

## Properties
Orbital gap in hartree: 0.393
SMILES: [NH3+][C@@H]1C(=O)N[C@H]1Cl
E_tot in eV: -20749.6497
Energy above the lowest of the compared OMol25 structures with the same formula, charge and spin in kJ/mol: 262.2
Total charge: +1
LUMO level in eV: -4.0

# 11
Entry from the OMol25 dataset: C3H6ClN3 in the gas phase at a distorted geometry (the ωB97M-V functional and the def2-TZVPD basis).

Each line ends with the Löwdin charge.
CARTESIAN COORDINATES (ANGSTROEM)
N (0.885, -1.232, -1.048)  0.03
N (0.056, -1.818, -0.092)  -0.08
C (-0.603, -1.119, 0.874)  -0.22
N (-0.676, 0.144, 1.087)  0.03
C (0.053, 1.149, 0.528)  -0.32
C (-0.569, 2.100, -0.157)  -0.62
Cl (0.367, 3.329, -0.840)  0.60
H (0.370, -0.549, -1.579)  0.08
H (1.642, -0.740, -0.567)  0.08
H (0.095, -2.834, -0.048)  0.13
H (-1.145, -1.786, 1.554)  0.12
H (1.146, 1.177, 0.635)  0.11
H (-1.621, 2.179, -0.345)  0.06

## Properties
Orbital gap in hartree: 0.327
SMILES: NN/C=N\C=C\Cl
E_tot in eV: -20199.0493
Energy above the lowest of the compared OMol25 structures with the same formula, charge and spin in kJ/mol: 162.3
Total charge: 0
LUMO level in eV: 0.8

# 12
Entry from the OMol25 dataset: an isolated ion of composition C3H6ClN3 and charge +2 at a distorted geometry (the ωB97M-V functional and the def2-TZVPD basis).

Each line ends with the Löwdin charge.
CARTESIAN COORDINATES (ANGSTROEM)
H (-0.531, -2.333, -0.554)  0.16
N (-0.165, -1.417, -0.315)  0.22
C (0.893, -1.207, 0.335)  -0.06
N (1.335, 0.065, 0.600)  0.16
C (0.654, 1.173, 0.313)  0.02
N (-0.523, 1.220, -0.244)  0.10
C (-1.389, 0.157, -0.646)  -0.46
Cl (-2.765, -0.092, 0.293)  0.91
H (1.533, -2.017, 0.700)  0.19
H (2.246, 0.168, 1.054)  0.21
H (1.138, 2.121, 0.562)  0.20
H (-0.945, 2.148, -0.367)  0.21
H (-1.480, 0.013, -1.730)  0.14

## Properties
Orbital gap in hartree: 0.398
SMILES: [H]/N=C/[NH+]=C\[NH+]=C\Cl
E_tot in eV: -20181.2051
Energy above the lowest of the compared OMol25 structures with the same formula, charge and spin in kJ/mol: 125.8
Total charge: +2
LUMO level in eV: -10.1

Look up the E_tot of the seventh one.
-18701.9952 eV

Number 1 is which compound?
C3H6CeO3

What is the formula in the fourth record?
C3H6Cl2OSi

Look up the energy above the lowest of the compared OMol25 structures with the same formula, charge and spin of the sixth one.
0.0 kJ/mol